# 1
One molecule with the formula C4H9NOSe2 at a distorted geometry, computed with ωB97M-V/def2-TZVPD.

Structure (XYZ):
```
17
Properties=species:S:1:pos:R:3:forces:R:3
H -1.2988 1.8785 0.9924 -0.1 0.1 -0.6
Se -2.4971 -0.7118 -0.3666 -1.8 -1.3 -1.5
C 1.0457 -1.1349 -0.4123 0.9 -2.8 -2.5
H -1.0944 2.5689 -0.7777 0.7 -0.6 2.3
Se 2.9358 -0.7670 -0.0559 0.3 0.8 0.4
C 0.4302 1.1666 -0.2660 -2.4 -0.6 2.2
H -2.6309 -2.1350 -1.1552 0.8 1.9 1.5
H 0.7978 -2.1879 -0.0420 0.3 1.7 -0.3
H 0.9762 -1.1919 -1.5534 -0.1 0.2 1.4
H 0.0024 3.0981 0.6850 -1.1 -1.7 -1.1
H -1.2242 0.2328 1.7362 0.4 -2.9 -3.0
H 3.3830 -2.0944 -0.3413 0.1 -0.9 0.0
C -0.5939 2.1946 0.2242 0.9 2.4 -1.2
N 0.1972 -0.1625 0.1141 0.2 0.7 0.6
O 1.3842 1.4595 -0.9048 1.4 0.5 -1.2
H -0.8595 -1.5709 1.3444 0.6 0.1 -0.4
C -0.9537 -0.6427 0.7789 -1.0 2.6 3.5
```
Positions in Å, forces in eV/Å.

Properties
LUMO: 0.27 eV
SMILES: CC(=O)N(C[SeH])C[SeH]
HOMO energy: -8.5 eV
Kohn-Sham gap: 8.7 eV
total energy: -5090.5800 Ha


# 2
C4H9NP as an isolated structure at a distorted geometry, computed with ωB97M-V/def2-TZVPD.

Structure (XYZ):
```
15
Properties=species:S:1:pos:R:3:forces:R:3
H -2.6716 0.5331 0.5307 -0.4 0.3 -0.1
H -2.5499 -0.6991 1.6635 0.3 0.3 0.0
H 4.1999 1.0477 0.5041 0.4 0.6 0.5
H 0.0231 0.7470 -2.0769 0.7 -0.8 0.8
C 3.2494 0.5986 0.5424 0.1 -0.4 -0.7
H -1.4717 -1.5362 -0.9573 0.4 0.2 0.7
C -0.3728 0.8420 -1.0434 0.3 -3.2 -2.5
H 0.2483 1.4287 -0.5292 2.4 2.5 2.1
H -1.2000 1.3062 -1.3978 -3.4 1.5 0.2
H -1.4373 0.5823 1.6083 -0.1 0.5 1.0
C 0.9407 -1.5080 -0.2134 3.8 2.1 2.5
N -2.0432 -0.0197 1.0890 0.6 -1.0 -0.7
H 1.2845 -2.4752 0.2911 -0.6 1.6 -0.9
C 2.3423 -0.1046 0.2029 -4.2 -3.9 -0.8
P -0.5417 -0.7427 -0.2140 -0.4 -0.3 -2.0
```
Positions in Å, forces in eV/Å.

Properties
LUMO: -4.56 eV
net charge: +1
HOMO energy: -13.6 eV
Kohn-Sham gap: 9.0 eV
total energy: -553.4251 Ha


# 3
One molecule with the formula C4H9NS at a distorted geometry, computed with ωB97M-V/def2-TZVPD.

Structure (XYZ):
```
15
Properties=species:S:1:pos:R:3:forces:R:3
C -0.1257 1.4163 -0.0616 -0.1 0.1 -0.3
C 0.6082 0.4106 -0.9373 -0.3 -0.5 0.6
N -1.5316 -1.1433 -0.9832 0.1 0.6 -0.3
H 1.1247 -1.9404 1.3113 0.2 0.0 0.1
H 1.6764 0.3606 -0.7346 0.1 0.0 0.1
H 0.2783 2.4110 -0.2946 -0.1 0.0 0.0
H -0.7974 1.1242 2.0366 -0.2 0.0 0.2
H 0.4193 0.5451 -1.9996 0.0 -0.1 -0.1
H -2.1877 -1.6913 -0.4498 0.1 -0.3 0.3
C 0.0507 -1.8773 1.1119 0.2 0.9 -0.2
H 1.0218 1.0549 1.7958 0.2 0.0 0.1
H 0.7120 -1.9467 -1.3917 -0.5 0.4 1.1
H -1.1810 1.3946 -0.3373 0.1 0.1 0.0
S -0.1054 -1.2253 -0.4321 0.1 -0.5 -1.7
C 0.0374 1.1071 1.3660 0.1 -0.6 0.1
```
Positions in Å, forces in eV/Å.

Properties
LUMO (spin up / spin down): -0.58 / 0.11 eV
HOMO energy (spin up / spin down): -8.6 / -8.7 eV
Kohn-Sham gap (spin up / spin down): 8.0 / 8.8 eV
total energy: -610.4593 Ha


For reference, relative energy (zero: lowest compared OMol25 entry of this formula, charge and spin) by record: 0.0; 140.6; 184.8 kcal per mole.